(1)
12
Properties=species:S:1:pos:R:3:forces:R:3 method="wB97M-V/def2-TZVPD" lumo_ev=-0.65 e_tot_ev=-50926.3706 smiles="CC(C(=S)S)=C(Cl)Cl" homo_lumo_gap_ev=8.214 spin_multiplicity=1 total_charge=0
Cl 2.96638 0.14181 -0.19078 -0.5 1.1 -0.3
Cl 1.17698 2.47880 -0.70514 0.0 -0.4 -0.1
S -1.85359 1.36936 1.02509 0.1 -0.2 -1.7
S -2.04664 0.00029 -1.55280 -0.3 -0.6 -1.1
C 0.45475 -1.45393 0.41250 2.7 -0.2 0.3
C -1.09877 0.32316 -0.31687 -0.7 1.5 0.5
C 0.32066 -0.11984 -0.28017 0.6 1.9 1.1
C 1.32794 0.80755 -0.41070 -0.5 -2.9 0.4
H 0.09574 -2.36298 -0.03223 -0.7 0.0 -0.8
H 1.57167 -1.70101 0.56991 -1.9 0.6 0.2
H -0.07044 -1.31561 1.35613 0.2 -0.3 0.3
H -2.84470 1.83242 0.12506 1.1 -0.7 1.2

=====

(2)
12
Properties=species:S:1:pos:R:3:forces:R:3 method="wB97M-V/def2-TZVPD" lumo_ev=-1.20 e_tot_ev=-47970.9819 homo_lumo_gap_ev=7.883 spin_multiplicity=1 total_charge=0
Cl 4.38863 1.52239 0.16373 0.4 0.5 -0.1
Cl 3.93364 -2.27030 -0.76922 -0.7 2.0 1.2
S 1.11192 1.32580 -1.56790 -0.2 -0.4 0.5
Si 3.00588 0.22011 0.67970 -0.9 -2.7 -2.0
C -0.54442 0.91104 -1.61958 0.5 0.1 0.1
C 1.34351 0.40587 -0.10942 0.9 0.4 0.0
C -0.91161 0.10676 -0.58174 -0.2 0.0 -0.2
C 0.15979 -0.18439 0.27486 0.5 0.1 0.1
H 0.07978 -0.80444 1.14794 0.0 -0.2 0.2
H -1.90972 -0.26583 -0.43966 -0.2 0.0 0.0
H 3.06327 -0.39323 1.98640 0.1 0.1 0.3
H -1.14781 1.29238 -2.41874 -0.2 0.0 -0.2